No. 1
Molecular formula: C46H47BrN5OP2PtSi2
Method: DFT, ωB97M-V/def2-TZVPD

```
105
C46H47BrN5OP2PtSi2 | the Open Molecules 2025 dataset | ωB97M-V/def2-TZVPD
N 5.166 0.902 -4.996
C -2.418 -4.024 -1.770
N 1.682 -0.625 1.691
H 1.408 -2.926 -4.334
C -3.599 0.856 0.573
H -4.251 -0.835 -3.159
C 3.155 0.212 -2.792
H 0.202 5.007 2.054
H 5.644 1.703 -0.891
Si -3.231 -2.368 -1.458
H 2.276 1.059 4.179
H -1.169 -2.358 7.127
C -1.360 -0.644 5.848
C 4.626 -1.189 1.700
C 4.096 1.848 -5.207
H -1.395 -3.836 -2.107
C 0.035 -2.537 5.359
C 1.898 -2.057 -3.912
H 3.039 -3.514 -0.085
H 5.380 -1.410 0.945
H -0.533 2.703 1.426
C 1.667 1.631 -0.928
H -4.951 -3.860 4.819
H 2.990 3.329 4.839
C -4.490 -3.193 4.101
H -1.350 0.929 4.390
C 1.893 -0.193 -2.364
C -0.071 -0.693 3.808
H 5.540 3.398 -4.991
C 1.822 1.927 3.713
H -3.431 -2.203 -3.919
C -3.367 -1.475 -3.106
H -2.937 -4.607 -2.535
H 1.961 5.308 3.766
H -5.460 -1.676 -0.580
C 2.777 1.536 -5.537
H 4.297 2.039 -2.844
C -4.970 -2.632 -0.785
H -6.288 -2.078 3.744
H -5.710 4.000 -0.251
H 1.006 2.180 -0.271
H -2.061 -0.137 6.498
H 2.434 0.512 -5.549
H -2.473 -0.871 -3.276
C 2.303 3.869 -5.806
H 3.727 -2.280 -5.041
C 0.656 4.143 2.524
Si 2.909 -1.334 1.015
H -4.959 -3.213 0.140
H -2.376 -4.612 -0.850
O -0.003 -1.586 -2.566
H -5.251 -0.568 2.110
C 1.883 2.551 -5.845
H 0.858 2.312 -6.091
C -5.120 3.122 -0.021
C 2.224 3.200 4.084
C -3.827 1.227 -0.747
C 0.835 1.751 2.746
H -3.913 1.398 2.629
Br 1.068 5.255 -6.208
H 4.741 -1.898 2.524
H -5.582 -3.169 -1.516
H -1.543 -2.647 2.535
C -3.153 -3.352 3.757
C -3.300 -1.459 2.259
H -2.564 -4.145 4.201
C -4.119 1.649 1.594
H 4.784 -0.185 2.093
P -2.452 -0.522 0.931
C 1.643 4.312 3.482
C -2.571 -2.498 2.836
H 4.664 0.348 -0.364
C 2.717 -2.512 -0.383
H 1.669 -2.536 -0.686
P 0.337 0.074 2.203
N 5.022 -0.181 -4.407
Pt -0.511 -0.530 -0.857
C 5.042 0.864 -1.251
C -0.937 0.170 1.130
C 4.503 3.178 -5.214
C 0.424 -1.941 4.167
H -3.381 0.645 -1.544
C 3.609 4.199 -5.489
C -4.647 -1.331 2.584
C -5.237 -2.190 3.503
C 0.249 2.864 2.161
C 3.773 -0.548 -3.805
N 1.170 0.446 -1.379
C 3.860 1.367 -2.098
C -4.880 2.771 1.302
C 1.218 -1.300 -2.963
H -5.280 3.376 2.107
H 0.427 -3.511 5.628
H 5.687 0.181 -1.810
C -4.585 2.353 -1.043
N -2.278 -1.537 -0.302
H 3.319 -2.205 -1.243
C 3.190 -1.701 -4.299
C 2.868 2.137 -1.267
H 1.104 -2.453 3.498
H -4.748 2.632 -2.077
H 3.924 5.233 -5.469
H 3.152 3.114 -0.896
C -0.962 -0.047 4.661
C -0.860 -1.891 6.200
```

Values from the calculation:
Strongest force on any atom: 0.89 eV Å⁻¹
E: -6085.27565 Eh
Frontier orbital gap: 5.49 eV
Total charge: -1
LUMO level: 2.24 eV
Energy relative to the best compared isomer or geometry (same formula, charge and spin): 0.0 kcal/mol

Löwdin population analysis, charges in e, atoms 1 to 2: N 0.063; C -0.179

No. 2
Molecular formula: C46H47CsN10O6S
Method: DFT, ωB97M-V/def2-TZVPD

```
111
C46H47CsN10O6S | the Open Molecules 2025 dataset | ωB97M-V/def2-TZVPD
C 0.517 5.176 -3.543
H 3.419 2.800 -0.385
O -4.112 -3.226 7.789
C -1.704 -0.018 -3.775
C 0.461 3.737 0.319
C -2.647 -0.454 4.889
C 1.440 -5.437 2.837
H -6.305 -2.816 4.600
C 1.341 -5.608 1.437
H -2.062 -2.502 -2.826
H 5.115 -3.292 4.715
H -0.491 -2.577 3.386
H -1.034 3.787 -4.042
H 3.063 -0.178 -2.308
H -1.936 1.521 -1.766
C 2.460 4.218 -2.526
H -4.883 -4.263 3.693
H -2.220 -5.852 2.242
C -1.272 -2.256 4.064
H 4.021 1.161 -0.708
C 1.497 -2.093 6.200
C 4.374 -2.682 4.216
H -0.046 6.033 -3.898
N 2.854 -7.264 0.189
H -4.026 -6.510 0.676
C -2.898 -2.679 5.778
H 0.525 5.279 1.810
N 0.003 1.530 -3.063
N -3.271 -4.145 1.858
H -1.259 1.138 -7.450
N -1.838 -0.460 -2.420
H -7.061 -2.209 1.703
H -1.607 -4.179 4.938
H 1.970 0.503 -3.534
C -2.537 -1.715 -2.238
C 3.236 -2.273 4.859
H -8.022 -1.745 3.117
O 4.850 -0.716 0.437
N -5.088 -3.484 3.086
H 0.315 1.941 -0.888
N -0.657 -4.395 0.403
C 2.177 -6.510 0.745
C 3.747 -1.176 0.757
H -3.603 -1.660 -2.517
H -5.597 -1.535 3.603
H 4.577 2.516 -1.703
H -3.108 -1.412 -4.573
C 1.772 5.343 -2.981
C -0.773 1.042 -4.055
H -4.176 -7.423 2.186
H -2.850 -0.709 -6.915
N -1.052 -0.093 3.068
N -0.149 1.553 1.073
C -2.283 -0.215 -6.135
H 2.224 6.325 -2.900
C -3.664 -3.661 6.584
C 4.517 -2.283 2.884
N 2.585 1.831 -2.040
H -2.519 -1.992 -1.183
C 0.614 2.750 -3.162
C -1.401 0.813 -6.424
C -1.650 -0.910 4.032
C 3.547 -1.539 2.228
C 2.281 -1.504 4.223
C -6.059 -2.523 3.576
C -2.419 -0.610 -4.803
H 0.032 2.203 -5.674
H -2.988 0.571 4.822
H -0.896 1.519 4.353
C -7.319 -2.484 2.725
O 2.737 -1.392 0.029
H -5.258 -6.059 1.860
C 1.920 2.935 -2.599
C 0.273 -4.958 0.810
C 2.845 0.698 -2.920
C -1.889 -3.134 4.925
H 0.747 4.366 -0.515
O 2.864 -2.474 6.176
O -3.936 -4.777 6.222
H -0.167 3.717 3.643
O 1.287 -1.177 5.134
C -0.036 3.906 -3.636
C -2.435 0.573 -1.577
S -4.130 -1.710 1.320
H -2.578 -3.931 1.152
H -4.083 -0.983 6.376
C 0.333 4.233 1.601
N 1.512 -5.311 3.985
C -4.170 -3.188 2.131
C -0.290 2.043 2.307
H 5.404 -2.557 2.329
H -3.513 0.676 -1.784
C -0.050 3.370 2.623
H -7.810 -3.459 2.715
H -2.319 0.322 -0.519
C 3.706 2.095 -1.170
H 1.619 -0.529 2.436
C -3.260 -1.336 5.763
C 0.220 2.377 0.102
C -0.772 1.108 3.344
C -4.238 -6.428 1.742
H -3.382 -5.470 3.488
H 1.276 -1.599 7.145
C -3.235 -5.489 2.405
H 3.444 4.347 -2.098
C -0.676 1.426 -5.416
H -3.719 -2.363 7.968
H 3.715 0.900 -3.568
Cs 0.201 -1.479 0.022
H 0.869 -2.981 6.048
C 2.386 -1.136 2.905
```

Values from the calculation:
Strongest force on any atom: 1.23 eV Å⁻¹
E: -3198.56084 Eh
Frontier orbital gap: 4.53 eV
Total charge: -2
LUMO level: 3.13 eV
Energy relative to the best compared isomer or geometry (same formula, charge and spin): 8.2 kcal/mol

Löwdin population analysis, charges in e, atoms 1 to 2: C -0.143; H 0.084

No. 3
Molecular formula: C46H47GaN7O2P
Method: DFT, ωB97M-V/def2-TZVPD

```
104
C46H47GaN7O2P | the Open Molecules 2025 dataset | ωB97M-V/def2-TZVPD
N 0.871 -2.513 -0.117
C 1.921 1.302 -2.204
H 1.541 -2.867 2.359
C -4.294 -13.337 -0.186
H 1.974 2.311 -1.833
H 4.300 2.952 -0.106
H 4.384 1.152 -3.302
C -1.747 4.141 -0.621
C -2.622 -0.741 -0.526
H -2.394 0.206 1.986
C -0.066 -4.732 -0.107
H -0.943 -2.486 5.820
H -1.551 1.326 3.019
H 3.535 -2.200 1.971
H 0.870 -3.698 4.587
C 3.225 3.833 2.967
H 2.974 -0.747 -3.495
H 5.288 0.565 -1.916
H -2.056 6.046 -1.560
H -2.605 0.331 -0.580
C -2.496 -4.893 -0.256
H 1.797 0.798 2.642
C 0.771 -2.368 2.929
C -1.264 -5.506 -0.139
C -0.199 -3.337 -0.133
H 6.505 -0.077 1.460
H 3.762 -1.601 -2.183
P 2.975 0.230 0.127
O -5.073 -12.145 -0.183
H 0.954 0.879 -1.897
C 4.558 -0.646 0.810
C 0.868 4.768 -0.478
Ga 0.517 -0.472 0.515
C -3.838 -1.427 -0.660
H 2.887 -2.356 -0.146
C -1.486 -2.712 -0.242
H -5.357 -7.723 -0.252
C 4.399 1.120 -2.211
N 0.208 -1.281 2.365
C 5.598 0.437 1.137
C -2.498 -9.548 -0.139
C -5.254 -9.832 -0.223
C 2.304 -4.428 -0.125
H -1.424 -9.425 -0.104
H 1.919 1.325 -3.296
H -2.399 -11.677 -0.097
C -0.797 3.289 -0.061
C -3.304 -8.414 -0.184
H -4.740 -0.861 -0.840
H 6.099 -2.065 0.448
H 5.858 1.048 0.272
C 5.273 -1.638 -0.124
C 2.072 -3.053 -0.134
H -3.708 -13.422 0.731
C 3.865 3.911 1.738
O -2.561 2.051 0.751
N -1.477 -1.362 -0.301
C -1.340 5.361 -1.126
C -3.049 -10.816 -0.136
C 2.955 -0.911 -2.416
H -6.326 -9.970 -0.251
H -4.391 -5.863 -0.380
N -1.384 -6.861 -0.099
H 4.453 4.784 1.488
H 3.318 -4.801 -0.142
H 5.093 -1.692 2.603
C 0.001 5.687 -1.046
C 1.225 -5.278 -0.092
N -3.392 -5.928 -0.292
C -4.693 -8.578 -0.224
C -2.679 -7.098 -0.190
N -0.579 1.030 1.188
H 4.687 -2.477 -0.481
C 4.179 -1.336 2.123
C -0.763 -0.630 3.008
C -3.863 -2.790 -0.550
C 2.381 1.668 2.372
N 0.492 3.586 0.008
H 5.712 -1.140 -0.986
C -1.393 0.518 2.301
C -2.656 -3.481 -0.342
H 1.924 4.998 -0.416
H -4.798 -3.328 -0.641
C 3.099 0.460 -1.739
H -1.987 -0.493 4.757
H 3.695 -0.647 2.817
H 0.376 6.634 -1.409
C 0.390 -2.828 4.164
H -2.783 3.840 -0.637
C -1.350 2.052 0.598
C -4.436 -10.966 -0.182
H 5.283 1.090 1.947
H 1.341 -6.354 -0.073
H 4.494 2.147 -1.868
H -5.004 -14.155 -0.240
H 3.314 4.645 3.676
C -0.618 -2.149 4.845
C 3.009 1.741 1.129
H -3.634 -13.369 -1.055
C 2.486 2.705 3.285
C -1.200 -1.044 4.262
C 3.767 2.870 0.829
H 1.999 -1.382 -2.183
H 1.989 2.631 4.244
```

Values from the calculation:
Strongest force on any atom: 0.48 eV Å⁻¹
E: -4580.66809 Eh
Frontier orbital gap: 6.10 eV
Total charge: +2
LUMO level: -5.65 eV
Energy relative to the best compared isomer or geometry (same formula, charge and spin): 0.0 kcal/mol

Löwdin population analysis, charges in e, atoms 1 to 2: N 0.037; C -0.086

No. 4
Molecular formula: C46H47N4
Method: DFT, ωB97M-V/def2-TZVPD

```
97
C46H47N4 | the Open Molecules 2025 dataset | ωB97M-V/def2-TZVPD
H 0.877 -5.077 1.124
H -2.862 4.591 -2.987
H -3.101 8.454 -1.202
C 6.539 -1.090 -4.437
H -3.889 0.824 0.307
C 7.054 -2.359 -4.266
H 7.673 -3.833 -2.854
C 6.871 2.281 -0.973
C -3.240 7.385 -1.140
C -4.282 -1.089 4.102
C 3.611 0.530 -1.243
C -4.791 2.125 -2.819
N 5.997 -0.026 -0.892
C -4.973 -1.440 2.761
H -1.142 3.821 -0.936
C 6.924 -2.086 -1.892
H -4.008 7.444 0.849
C 8.610 3.000 0.503
H 0.085 -7.284 1.459
H 0.730 2.443 -0.217
C -2.642 2.400 -0.404
H -4.830 -3.551 2.178
H -2.555 7.029 -3.131
H 2.694 -1.070 2.127
H 9.316 1.544 1.892
C -2.235 -4.929 1.915
C 6.214 -0.318 -3.344
C -3.914 5.452 0.096
H -3.874 2.277 -3.361
C 7.251 -2.851 -2.989
C -1.827 0.366 0.598
C 7.725 3.264 -0.524
H -1.892 -4.392 3.973
C -3.588 4.631 -0.983
H -5.805 1.213 -4.457
H -1.530 -6.618 3.080
C -0.272 2.055 -0.152
H 7.790 -0.218 1.093
C -0.691 -6.622 1.055
C -5.870 1.523 -3.426
H 1.552 0.948 -1.473
H -7.890 0.866 -3.200
C -0.485 0.774 0.408
C 2.955 -0.614 1.188
C -7.042 1.329 -2.721
C 4.618 -0.039 -0.455
H 7.308 -2.962 -5.124
C -6.050 2.336 -0.789
H -3.778 -0.119 4.032
H 5.828 0.677 -3.478
H 6.181 2.483 -1.772
N -1.021 -4.235 1.407
H 0.331 -0.809 1.572
C 0.583 -0.053 0.847
H -0.099 -5.027 -0.339
H -5.000 -1.006 4.927
H 7.711 4.239 -0.981
H 7.081 -2.462 -0.896
H -3.872 -2.481 1.155
C 4.259 -0.607 0.773
H -8.040 1.573 -0.850
C -4.215 -2.646 2.182
C -2.690 -4.306 3.232
C -2.928 6.584 -2.223
C -4.866 2.546 -1.493
H -2.698 -7.072 1.853
H 6.400 -0.699 -5.431
C -1.322 2.843 -0.532
N -3.729 3.194 -0.874
N -3.022 -2.879 3.062
H -3.622 -2.929 5.091
H -1.053 -7.100 0.137
H -2.023 -0.578 1.078
C -2.870 1.146 0.173
H -3.558 -4.834 3.633
C 1.936 -0.007 0.418
H 3.872 0.942 -2.199
C -7.126 1.729 -1.400
H -6.108 2.650 0.239
C 6.890 1.009 -0.401
C 8.629 1.748 1.088
C -3.741 6.816 0.015
H 9.286 3.767 0.845
C -3.101 5.220 -2.147
H -4.310 5.002 0.989
H -4.939 -0.596 2.063
H -3.035 -4.831 1.163
C -3.254 -2.199 4.363
H -1.279 -3.456 0.795
C -1.845 -6.413 2.052
C 2.313 0.557 -0.821
H -6.034 -1.683 2.897
C 7.779 0.760 0.641
H -2.301 -1.810 4.738
H 5.031 -1.057 1.372
C 6.391 -0.808 -2.051
C -0.139 -5.217 0.741
```

Values from the calculation:
Strongest force on any atom: 2.44 eV Å⁻¹
E: -1999.82378 Eh
Frontier orbital gap: 5.37 eV
Total charge: +1
LUMO level: -4.85 eV

Löwdin population analysis, charges in e, atoms 1 to 2: H 0.096; H 0.113

> frontier orbital gap of number 4 (C46H47N4)?

5.37 eV

> Look up the strongest force on any atom of the third one.

0.48 eV Å⁻¹

> What is the frontier orbital gap in the second record?

4.53 eV